# 1
C19H43Cl2ErF3O3P2S as an isolated structure in a non-equilibrium geometry. Source: the Open Molecules 2025 dataset; level of theory: wB97M-V/def2-TZVPD.

## Properties
Charge   -1
Kohn-Sham gap (alpha / beta)   5.59 / 5.58 eV
Maximum force   3.527 eV/Å
Molar mass   708.725 Da
Spin multiplicity   4
E_tot   -116780.4721 eV

Geometry (Å):
Er  -0.10584  -0.72783  0.62387
Cl  -0.26315  -0.25625  -1.83493
P  -0.71315  -3.34339  -0.27636
C  0.56067  -4.18757  -1.33040
C  -1.05945  -4.52789  1.10930
C  -2.17130  -3.24536  -1.43140
C  1.94597  -3.56969  -1.09046
H  0.24990  -3.92439  -2.35608
C  0.57550  -5.71060  -1.19702
H  0.81867  -6.03777  -0.17909
H  1.34755  -6.11129  -1.86489
H  -0.37619  -6.16515  -1.49388
H  1.95280  -2.50023  -1.34618
H  2.67141  -4.07195  -1.74679
H  2.29994  -3.67259  -0.05475
H  -1.69736  -2.81031  -2.32821
C  -3.24650  -2.25460  -0.95529
C  -2.74443  -4.61007  -1.80677
H  -2.05019  -5.17825  -2.43695
H  -3.65924  -4.45417  -2.39340
H  -3.00702  -5.21844  -0.92990
H  -2.82985  -1.25693  -0.74908
H  -3.78388  -2.60796  -0.06451
H  -3.97658  -2.13163  -1.76929
C  0.09853  -4.44140  2.11579
H  -1.09278  -5.53134  0.65544
C  -2.39144  -4.23814  1.80020
H  1.08588  -4.59651  1.66398
H  -0.04364  -5.22104  2.87732
H  0.10886  -3.46743  2.63326
H  -2.41936  -3.20550  2.18014
H  -2.48859  -4.92077  2.65491
H  -3.25283  -4.40220  1.14295
Cl  -1.67848  -0.70696  2.54023
H  0.07067  1.24879  0.71275
P  0.30196  4.07461  -0.71046
C  -0.70136  4.44334  -2.16382
C  -0.33152  4.63297  0.90021
C  2.08286  4.04484  -1.00788
C  -1.72478  3.30530  -2.34548
H  0.02263  4.38751  -2.99798
C  -1.31833  5.84382  -2.14479
H  -1.92313  6.02736  -1.24654
H  -1.97185  5.94792  -3.02130
H  -0.53818  6.61110  -2.21607
H  -1.22816  2.32589  -2.34441
H  -2.24066  3.43878  -3.30416
H  -2.47446  3.30473  -1.54278
H  2.15320  3.77757  -2.08056
C  2.76688  2.90735  -0.21453
C  2.69797  5.43473  -0.81384
H  2.43345  6.08421  -1.65638
H  3.79136  5.34948  -0.78814
H  2.36786  5.91069  0.11876
H  2.37862  2.81251  0.80676
H  3.84797  3.09092  -0.15526
H  2.60325  1.93606  -0.69745
C  -1.77052  4.12663  1.11715
H  -0.32793  5.73423  0.79530
C  0.57427  4.23950  2.08041
H  -2.47405  4.52470  0.37494
H  -2.11128  4.45262  2.10743
H  -1.78516  3.02821  1.08570
H  0.66043  3.14919  2.14621
H  0.11262  4.59656  3.00946
H  1.57346  4.68842  2.01458
F  3.87184  -0.79926  4.41175
C  2.84237  -0.56622  3.57741
F  1.76458  -1.27557  4.00873
F  2.51864  0.75266  3.64758
S  3.22152  -1.02922  1.80651
O  4.31322  -0.18030  1.42071
O  3.35465  -2.46668  1.81122
O  1.93064  -0.61035  1.13648


# 2
C19H43CrN2O2P3 as an isolated structure in a non-equilibrium geometry. Source: the Open Molecules 2025 dataset; level of theory: wB97M-V/def2-TZVPD.

## Properties
Charge   +3
Kohn-Sham gap (alpha / beta)   3.49 / 4.19 eV
Maximum force   4.108 eV/Å
Molar mass   476.483 Da
Spin multiplicity   4
E_tot   -83735.9915 eV

Geometry (Å):
Cr  -0.03473  0.21347  -0.53021
P  -1.24354  -1.23307  -2.10434
P  1.82598  -1.03717  -0.57649
P  -0.89020  2.04574  -1.60621
H  -0.06070  -0.52004  2.13215
C  -0.73372  0.12228  1.56442
C  -1.79532  -0.50436  0.81578
H  -1.92642  -1.59435  0.89932
C  -1.41529  -3.00379  -1.72198
C  -0.49531  -1.28976  -3.78073
C  -2.99273  -0.79525  -2.44351
C  2.66788  -0.65699  0.98395
C  1.85509  -2.85714  -0.66260
C  2.89169  -0.46621  -1.92965
C  -2.63343  2.40795  -1.20567
C  -0.70626  2.26908  -3.40477
C  -0.03395  3.49001  -0.92414
H  -0.77694  1.17055  1.86572
H  -2.72168  0.04829  0.61380
H  -1.52395  -3.18910  -0.64107
H  -0.55138  -3.56908  -2.09715
H  -2.31830  -3.37652  -2.22659
H  0.47547  -1.80439  -3.73716
H  -0.35888  -0.27259  -4.17228
H  -1.17146  -1.85021  -4.44501
H  -3.55659  -0.76219  -1.50095
H  -3.42905  -1.57446  -3.08814
H  -3.06889  0.17533  -2.95086
H  3.75018  -0.67347  0.81199
H  2.40609  -1.41901  1.73105
H  2.37645  0.31881  1.40323
H  2.75115  -3.20943  -0.13019
H  1.91445  -3.19735  -1.70627
H  0.97025  -3.30224  -0.17982
H  3.91381  -0.84623  -1.77046
H  2.90814  0.63568  -1.96322
H  2.50585  -0.82292  -2.89959
H  -2.82750  3.46959  -1.41532
H  -2.81505  2.22699  -0.13758
H  -3.33292  1.79118  -1.78134
H  -0.78078  3.33813  -3.65395
H  -1.46732  1.71796  -3.97196
H  0.28523  1.92216  -3.72428
H  -0.50263  4.40773  -1.29552
H  1.02692  3.47610  -1.20233
H  -0.10300  3.44596  0.16673
C  2.22516  3.43397  1.87935
C  3.52170  3.38529  2.44078
C  3.94616  4.43371  3.27744
C  3.13210  5.55565  3.48591
C  1.87734  5.61589  2.88549
C  1.42553  4.57193  2.07781
O  1.59608  2.31339  1.32356
H  2.04075  1.92489  0.52787
H  4.17345  2.51494  2.28312
H  4.93787  4.39934  3.75446
H  3.49088  6.37725  4.12043
H  1.24243  6.50045  3.01354
H  0.42897  4.61489  1.64816
C  -3.58730  -4.51486  1.73812
N  -2.44238  -4.75634  2.59308
C  -1.16128  -4.41297  2.22120
N  -0.20026  -4.82772  3.13492
O  -0.88071  -3.81023  1.18668
H  -3.69286  -3.44593  1.50951
H  -4.48875  -4.84395  2.26751
H  -3.50668  -5.05071  0.78005
H  -2.53118  -5.42265  3.34815
H  0.70638  -4.39343  3.01294
H  -0.51012  -5.02849  4.08313


# 3
C19H43IrO2P3 as an isolated structure in a non-equilibrium geometry. Source: the Open Molecules 2025 dataset; level of theory: wB97M-V/def2-TZVPD.

## Properties
Charge   +3
Kohn-Sham gap (alpha / beta)   4.91 / 3.84 eV
Maximum force   4.564 eV/Å
Molar mass   588.690 Da
Spin multiplicity   5
Energy relative to the best compared isomer or geometry (same formula, charge and spin)   0.00 kcal/mol
E_tot   -55169.7889 eV

Geometry (Å):
Ir  0.17158  0.27159  0.01482
P  -1.96598  -0.16153  0.20236
P  -0.09949  0.88285  -2.28428
P  0.40842  0.34602  2.40585
H  5.81892  6.23245  -1.28768
C  6.12760  5.60774  -0.43554
C  6.63855  4.38215  -0.56537
H  6.81462  3.85729  -1.52632
C  -2.91947  1.33024  0.65580
C  -2.92435  -0.78585  -1.23635
C  -2.49253  -1.45783  1.39746
C  1.43574  1.46886  -3.07138
C  -0.54200  -0.48686  -3.42085
C  -1.27681  2.24540  -2.54864
C  2.13375  0.64249  2.91522
C  -0.02774  -1.09262  3.44945
C  -0.52225  1.72305  3.15801
H  6.10572  6.03531  0.57388
H  6.99505  3.89163  0.35880
H  -3.99201  1.10310  0.64459
H  -2.71348  2.12721  -0.06742
H  -2.63840  1.67627  1.65466
H  -3.98642  -0.85162  -0.95317
H  -2.57709  -1.79359  -1.48633
H  -2.84695  -0.14219  -2.11194
H  -2.91166  -1.00355  2.30269
H  -1.65405  -2.11233  1.65627
H  -3.27618  -2.06361  0.92843
H  1.29925  1.55534  -4.15924
H  2.23156  0.74762  -2.86208
H  1.73223  2.44223  -2.66423
H  -1.20842  -0.12802  -4.20602
H  -1.01836  -1.31460  -2.89646
H  0.37606  -0.85960  -3.88533
H  -1.20482  2.60225  -3.58229
H  -1.02202  3.06790  -1.87233
H  -2.31663  1.94826  -2.35102
H  2.22906  0.39982  3.98405
H  2.41147  1.68766  2.74217
H  2.80375  0.00640  2.33361
H  0.51816  -1.01267  4.39696
H  0.25529  -2.03352  2.95195
H  -1.09903  -1.12831  3.65916
H  0.01817  2.06189  4.04887
H  -1.53191  1.41290  3.45060
H  -0.59005  2.55138  2.43952
C  2.77292  1.80230  -0.12882
C  2.18962  3.10204  0.00341
C  2.87904  4.10563  0.66565
C  4.18428  3.84691  1.13845
C  4.84258  2.67329  0.67639
C  4.16632  1.66701  0.03084
O  2.15876  0.63843  -0.24215
H  0.01467  1.88347  0.28809
H  1.15431  3.22656  -0.33357
H  2.42529  5.08385  0.76975
H  4.75802  4.58164  1.70128
H  5.93765  2.50469  0.69488
H  4.62574  0.69763  -0.24307
C  1.57157  -4.21367  -0.07853
C  1.08745  -2.94776  0.58486
O  0.94061  -1.85385  -0.38570
H  0.81609  -4.58903  -0.79077
H  1.74410  -4.96843  0.68678
H  2.52270  -4.03245  -0.61360
H  0.12014  -3.10412  1.07748
H  1.78662  -2.56627  1.34010
H  1.06187  -2.18933  -1.29668


# 4
C19H43IrOP3S as an isolated structure in a non-equilibrium geometry. Source: the Open Molecules 2025 dataset; level of theory: wB97M-V/def2-TZVPD.

## Properties
Charge   +4
Kohn-Sham gap (alpha / beta)   5.66 / 2.87 eV
Maximum force   3.027 eV/Å
Molar mass   604.758 Da
Spin multiplicity   6
Energy relative to the best compared isomer or geometry (same formula, charge and spin)   6.81 kcal/mol
E_tot   -63941.7997 eV

Geometry (Å):
Ir  0.58405  0.13113  -0.58123
P  1.83522  0.95788  1.19812
P  -2.09677  1.47424  0.80323
P  1.23730  1.73287  -1.95635
H  -1.08824  -1.61070  0.87028
C  -0.36599  -1.78403  0.07037
C  1.01305  -1.84607  0.41450
H  1.24031  -1.79774  1.48663
C  1.79090  0.23390  2.89140
C  1.82938  2.73931  1.65610
C  3.55159  0.65494  0.63266
C  -3.70489  0.76450  0.44582
C  -1.76715  1.40548  2.57214
C  -1.89345  3.09796  0.07526
C  2.68677  1.14296  -2.92635
C  1.76537  3.45551  -1.61966
C  -0.11369  1.95923  -3.15152
H  -0.74040  -2.34404  -0.79172
H  1.71978  -2.37166  -0.24171
H  2.05173  -0.82883  2.87794
H  0.78797  0.32512  3.32823
H  2.51169  0.77840  3.52053
H  0.87284  3.01307  2.12329
H  1.99613  3.39056  0.79169
H  2.63781  2.89473  2.39063
H  3.61627  -0.33533  0.16566
H  4.22371  0.68427  1.50048
H  3.86956  1.40779  -0.10103
H  -4.47757  1.47717  0.79041
H  -3.84796  -0.17920  0.99842
H  -3.82199  0.59258  -0.63752
H  -2.64376  1.72248  3.15026
H  -0.92410  2.05679  2.83743
H  -1.53049  0.36491  2.85655
H  -2.70989  3.77172  0.38115
H  -1.91510  2.98906  -1.02279
H  -0.92950  3.53342  0.38707
H  2.35695  0.91345  -3.94587
H  3.13984  0.24370  -2.48836
H  3.45604  1.92321  -2.95433
H  1.84592  3.98967  -2.57972
H  2.75175  3.49045  -1.14135
H  1.04768  3.99984  -0.99587
H  0.06625  1.32619  -4.02619
H  -0.17294  3.01688  -3.44666
H  -1.05819  1.65694  -2.68596
C  0.13550  -2.58644  -3.65443
C  -1.09208  -2.26342  -4.26157
C  -1.67350  -3.14738  -5.16662
C  -1.07567  -4.39590  -5.44498
C  0.11760  -4.74614  -4.78829
C  0.69283  -3.87523  -3.87241
S  1.04818  -1.46399  -2.72238
H  -0.89587  0.68519  0.33742
H  -1.54378  -1.29266  -4.05333
H  -2.60149  -2.87890  -5.66960
H  -1.50790  -5.05575  -6.19929
H  0.58486  -5.70328  -4.99287
H  1.61359  -4.13842  -3.35744
C  -2.21944  -1.88318  6.18474
C  -1.01877  -1.37663  5.41437
O  -1.08179  -1.55760  3.98690
H  -3.12332  -1.34074  5.90131
H  -2.05264  -1.71924  7.24998
H  -2.38488  -2.95354  6.03636
H  -0.90354  -0.30126  5.55504
H  -0.10141  -1.85787  5.76139
H  -1.60024  -2.36234  3.83362